# C8H21NO4Rb

A molecular structure, C8H21NO4Rb at a distorted geometry (wB97M-V/def2-TZVPD, OMol25).

Values from the calculation:
Charge: +1
E_HOMO (eV): -12.375

Element x y z (Å)
Rb: -2.01 0.43 -0.31
C: -0.78 4.06 0.59
O: -0.36 2.78 0.17
C: 1.04 2.48 0.42
C: 1.56 1.07 0.09
N: 1.02 0.63 -1.16
C: 1.40 -0.73 -1.37
C: 0.94 -1.08 -2.81
O: -0.44 -1.42 -2.92
C: -0.66 -2.79 -3.06
H: -1.69 4.20 0.01
H: -0.09 4.84 0.25
H: -0.92 4.18 1.67
H: 1.27 2.53 1.49
H: 1.63 3.20 -0.14
H: 1.25 0.40 0.89
H: 2.64 1.10 0.21
H: 1.44 1.26 -1.83
H: 0.90 -1.43 -0.70
H: 2.47 -0.94 -1.30
H: 1.52 -1.91 -3.21
H: 1.08 -0.32 -3.58
H: -0.06 -3.10 -3.92
H: -1.71 -3.07 -3.12
H: -0.31 -3.11 -2.08
C: -0.54 -1.85 2.23
C: -1.38 -1.02 3.18
O: -1.44 0.31 2.73
O: -1.27 -2.03 1.00
H: -0.31 -2.86 2.57
H: 0.39 -1.34 1.96
H: -0.93 -1.03 4.17
H: -2.35 -1.51 3.16
H: -1.45 0.87 3.52
H: -1.82 -2.79 1.19

***

# C8H21NO9Zn

A molecular structure, C8H21NO9Zn at a distorted geometry (wB97M-V/def2-TZVPD, OMol25).

Values from the calculation:
Charge: 0
E_HOMO (eV): -8.569

Element x y z (Å)
Zn: 12.39 15.75 12.27
O: 12.45 18.79 14.91
C: 11.53 17.89 14.52
O: 10.48 17.73 15.17
O: 11.75 17.21 13.47
H: 12.00 19.26 15.63
O: 12.64 15.26 8.46
C: 12.47 15.51 9.77
O: 12.27 16.60 10.33
O: 12.60 14.53 10.57
H: 12.87 14.32 8.53
C: 14.63 18.56 12.25
C: 15.20 17.21 11.85
C: 16.64 17.06 12.26
O: 17.38 18.06 11.56
C: 18.76 18.08 11.94
N: 14.42 16.14 12.54
H: 13.60 18.58 11.90
H: 15.13 19.46 11.89
H: 14.58 18.71 13.34
H: 15.02 17.08 10.79
H: 17.03 16.08 11.98
H: 16.80 17.19 13.34
H: 19.31 18.64 11.19
H: 19.07 17.03 12.02
H: 18.83 18.54 12.93
H: 14.54 16.32 13.54
H: 14.90 15.24 12.44
C: 13.29 12.95 13.64
O: 12.45 14.11 13.68
H: 12.70 12.04 13.71
H: 13.89 12.93 12.73
H: 13.95 12.97 14.51
H: 11.83 13.98 14.40
C: 9.31 14.00 12.07
O: 10.18 15.11 12.07
H: 8.68 14.00 11.18
H: 9.86 13.06 12.11
H: 8.72 13.99 12.99
H: 9.60 15.88 12.12

***

# C8H21P2

A gas-phase ion, C8H21P2 (charge +1) at a distorted geometry (wB97M-V/def2-TZVPD, OMol25).

Values from the calculation:
Charge: +1
E_HOMO (eV): -12.110

Element x y z (Å)
C: 1.77 0.59 1.46
C: 2.15 -1.60 0.36
C: 3.10 0.55 -0.60
C: 0.13 2.06 -0.75
C: -2.30 -1.85 -1.02
C: -3.03 0.88 -0.82
C: -1.94 -0.72 1.59
C: 2.05 -0.10 0.19
P: 0.28 0.31 -1.12
P: -1.75 -0.32 -0.25
H: 2.72 0.48 2.12
H: 1.72 1.68 1.25
H: 0.93 0.26 1.97
H: 1.14 -1.89 0.66
H: 2.76 -1.81 1.22
H: 2.65 -2.12 -0.53
H: 3.32 0.20 -1.68
H: 2.95 1.57 -0.85
H: 3.97 0.48 0.02
H: -0.55 2.09 0.01
H: -0.29 2.61 -1.61
H: 1.04 2.43 -0.50
H: -2.66 -1.61 -1.94
H: -3.08 -2.36 -0.53
H: -1.41 -2.59 -1.22
H: -3.12 0.74 -1.98
H: -2.79 1.93 -0.66
H: -3.82 0.33 -0.25
H: -2.97 -0.38 1.75
H: -1.26 0.01 2.00
H: -1.75 -1.85 1.72

***

# C8H22BrCl7KLiNNbO5

A molecular structure, C8H22BrCl7KLiNNbO5 at a distorted geometry (wB97M-V/def2-TZVPD, OMol25).

Values from the calculation:
Charge: 0
E_HOMO (eV): -5.077

Element x y z (Å)
C: 5.79 2.91 -0.56
C: 5.62 1.34 -0.94
C: 5.11 0.51 0.32
O: 5.82 0.56 1.37
O: 3.96 -0.31 0.37
C: 2.72 0.45 0.26
C: 2.40 0.62 -1.33
Nb: 0.18 0.63 -1.86
C: -0.17 2.62 -0.75
O: -0.12 2.41 0.72
O: -1.44 2.38 1.07
H: 5.47 3.62 -1.39
H: 5.16 3.14 0.38
H: 6.88 3.17 -0.31
H: 6.67 0.99 -1.24
H: 4.98 1.22 -1.88
H: 2.84 1.47 0.77
H: 1.83 -0.11 0.78
H: 2.84 1.64 -1.63
H: 2.92 -0.25 -1.86
H: -0.25 -0.35 -0.39
H: -1.56 0.66 -2.41
H: 0.62 1.59 -3.37
H: 0.46 -0.96 -2.75
H: -1.23 2.96 -1.04
H: 0.55 3.44 -1.11
H: -1.61 3.03 1.81
C: -2.93 -1.90 -4.56
Cl: -1.59 -0.81 -4.99
Cl: -3.44 -1.60 -2.87
Cl: -4.29 -1.63 -5.67
Cl: -2.39 -3.59 -4.71
Li: -1.83 0.82 2.48
C: -5.48 -2.07 3.18
Cl: -3.95 -1.17 3.22
Cl: -5.17 -3.82 3.22
Cl: -6.53 -1.59 4.52
H: -5.99 -1.84 2.24
N: -1.90 -4.64 4.14
H: -1.86 -5.11 5.05
H: -1.83 -5.33 3.39
H: -2.79 -4.12 4.05
H: -1.11 -3.98 4.07
Br: -4.44 -0.28 -1.10
K: -0.09 -1.56 1.15
O: -4.67 2.15 0.37
H: -4.14 2.68 -0.22

***

# C8H22BrF3FeN8O6

A molecular structure, C8H22BrF3FeN8O6 at a distorted geometry (wB97M-V/def2-TZVPD, OMol25).

Values from the calculation:
Charge: +1
2S+1: 6
E_HOMO (spin up / spin down) (eV): -11.354 / -11.153

Element x y z (Å)
Fe: 1.08 0.08 0.44
Br: 3.32 -0.47 1.31
C: -0.60 -2.72 0.62
O: -1.90 -2.28 0.24
O: 0.20 -1.62 0.62
C: -0.64 -3.44 1.97
F: -1.60 -4.39 1.96
F: 0.50 -4.08 2.26
F: -0.92 -2.62 2.98
C: -2.79 -3.18 -0.42
C: -4.15 -2.55 -0.75
H: -4.89 -3.34 -0.70
H: -4.47 -1.80 -0.03
H: -4.10 -2.14 -1.76
H: -2.96 -4.04 0.23
H: -2.37 -3.57 -1.36
H: -0.21 -3.36 -0.18
C: -1.61 1.29 -1.00
O: -0.58 1.07 -0.35
N: -2.35 0.24 -1.40
N: -2.01 2.51 -1.39
H: -2.19 -0.68 -1.02
H: -3.01 0.34 -2.15
H: -1.50 3.36 -1.23
H: -2.78 2.58 -2.03
C: 2.37 3.01 -0.47
O: 1.90 1.92 -0.11
N: 2.15 3.50 -1.72
N: 3.15 3.77 0.32
H: 1.45 3.09 -2.32
H: 2.52 4.41 -1.93
H: 3.20 3.57 1.31
H: 3.32 4.69 -0.04
C: 2.40 -0.59 -2.36
O: 1.53 -0.31 -1.54
N: 2.65 0.19 -3.44
N: 3.11 -1.74 -2.32
H: 3.37 -0.07 -4.08
H: 2.01 0.95 -3.54
H: 2.99 -2.42 -1.59
H: 3.91 -1.85 -2.92
C: 0.17 1.35 3.27
O: 0.39 0.87 2.16
N: -0.97 1.14 3.96
N: 0.97 2.29 3.82
H: -1.69 0.54 3.60
H: -1.06 1.43 4.92
H: 1.89 2.43 3.43
H: 0.80 2.67 4.74

***

# C8H22ClPdRuSi

A molecular structure, C8H22ClPdRuSi at a distorted geometry (wB97M-V/def2-TZVPD, OMol25).

Values from the calculation:
Charge: -2
2S+1: 8
E_HOMO (spin up / spin down) (eV): 3.427 / -2.735

Element x y z (Å)
Ru: -0.26 1.66 -1.42
Cl: -0.02 3.68 -0.32
C: -2.17 1.77 -1.88
C: 0.34 2.18 -3.26
H: -2.37 1.99 -2.94
H: -2.67 0.83 -1.61
H: -2.56 2.59 -1.27
H: -0.47 2.19 -4.02
H: 1.13 1.49 -3.59
H: 0.75 3.19 -3.14
Pd: 0.67 -0.72 -0.54
C: 2.64 -0.96 -1.02
C: -0.26 -0.14 -2.28
H: 2.62 -1.28 -2.07
H: 3.11 0.04 -0.95
H: 3.13 -1.67 -0.35
H: 0.45 -0.41 -3.07
H: -1.19 -0.71 -2.30
C: -0.27 -0.42 3.95
Si: -0.14 -0.87 2.14
C: 1.20 -2.18 2.03
C: -1.75 -1.62 1.53
C: 0.21 0.57 0.99
H: -0.60 -1.28 4.54
H: -0.99 0.40 4.12
H: 0.70 -0.09 4.35
H: 0.87 -3.06 2.60
H: 1.43 -2.49 0.99
H: 2.13 -1.80 2.48
H: -2.55 -0.87 1.61
H: -1.66 -1.92 0.47
H: -2.01 -2.49 2.13
H: 1.12 1.13 1.24
H: -0.60 1.30 0.84

***

# C8H22F3O8V

A molecular structure, C8H22F3O8V at a distorted geometry (wB97M-V/def2-TZVPD, OMol25).

Values from the calculation:
Charge: 0
E_HOMO (eV): -9.538

Element x y z (Å)
O: -0.63 0.22 2.09
V: -0.12 0.25 0.60
O: -0.02 1.72 0.08
C: -0.06 -2.04 -1.16
O: 0.15 -0.77 -1.76
O: -0.30 -1.84 0.13
C: -1.15 -2.84 -1.88
F: -1.15 -2.60 -3.21
F: -0.95 -4.15 -1.71
F: -2.37 -2.54 -1.43
C: 1.14 -0.69 -2.76
C: 1.20 0.74 -3.25
H: 1.46 1.45 -2.47
H: 1.82 0.85 -4.14
H: 0.19 1.03 -3.59
H: 0.90 -1.33 -3.61
H: 2.13 -0.98 -2.37
H: 0.89 -2.61 -1.23
C: 0.23 -0.73 5.50
O: 1.25 0.21 5.11
H: -0.69 -0.51 4.97
H: 0.51 -1.77 5.30
H: 0.06 -0.57 6.57
H: 1.88 0.22 5.83
C: -0.48 3.93 -2.36
O: -0.58 5.21 -1.73
H: -0.70 4.10 -3.41
H: 0.48 3.49 -2.13
H: -1.27 3.28 -1.96
H: -0.38 5.13 -0.79
C: -3.27 -0.49 0.64
O: -2.30 0.30 -0.05
H: -2.72 -1.15 1.31
H: -3.93 0.14 1.24
H: -3.81 -1.16 -0.02
H: -2.72 0.78 -0.77
C: 2.55 -0.98 1.68
O: 2.03 0.07 0.83
H: 3.30 -0.57 2.36
H: 1.72 -1.41 2.23
H: 3.06 -1.75 1.11
H: 2.67 0.38 0.19

***

# C8H22LaO3P2

A molecular structure, C8H22LaO3P2 at a distorted geometry (wB97M-V/def2-TZVPD, OMol25).

Values from the calculation:
Charge: +1
E_HOMO (eV): -11.843

Element x y z (Å)
La: 0.05 0.13 -0.30
H: -2.26 2.21 0.93
H: -1.65 2.57 1.19
P: -2.09 -1.23 -1.16
P: 2.23 1.33 0.70
C: 2.98 0.69 2.20
H: 3.97 1.13 2.39
H: 2.33 0.86 3.06
H: 3.08 -0.40 2.13
C: 3.44 1.10 -0.67
H: 3.03 1.48 -1.62
H: 4.39 1.61 -0.45
H: 3.62 0.03 -0.85
C: 1.95 3.11 0.86
H: 1.25 3.30 1.69
H: 2.88 3.67 1.02
H: 1.43 3.49 -0.03
C: -1.44 -1.98 -2.72
H: -2.25 -2.50 -3.26
H: -0.99 -1.21 -3.37
H: -0.62 -2.69 -2.51
C: -2.80 -2.55 -0.17
H: -3.23 -2.14 0.75
H: -3.55 -3.12 -0.72
H: -2.01 -3.22 0.17
C: -3.38 -0.06 -1.65
H: -2.93 0.78 -2.20
H: -4.16 -0.52 -2.25
H: -3.81 0.40 -0.75
C: -0.35 -1.02 2.25
O: -0.43 -1.59 3.22
H: 0.19 1.15 -2.14
O: 2.43 -3.75 -0.49
C: 1.70 -2.90 -0.03
O: 1.36 -1.75 -0.68
H: 1.20 -2.94 0.99

***

# C8H22MgN4O8

A molecular structure, C8H22MgN4O8 at a distorted geometry (wB97M-V/def2-TZVPD, OMol25).

Values from the calculation:
Charge: 0
E_HOMO (eV): -8.491

Element x y z (Å)
Mg: -0.93 0.06 -0.28
N: -1.84 1.77 -1.79
O: -2.34 2.57 -2.54
O: -2.46 1.37 -0.81
O: -0.71 1.24 -1.88
N: -2.71 -1.38 1.96
O: -2.27 -2.29 2.64
O: -1.95 -0.87 1.14
O: -3.87 -1.03 2.08
C: 1.28 -2.88 -2.05
C: 0.32 -1.79 -1.82
C: -1.16 -2.34 -1.73
O: -2.06 -1.25 -1.54
C: -3.43 -1.54 -1.57
N: 0.61 -1.18 -0.49
H: 2.24 -2.46 -2.36
H: 0.92 -3.44 -2.91
H: 1.40 -3.53 -1.18
H: 0.45 -1.02 -2.58
H: -1.18 -3.01 -0.87
H: -1.49 -2.88 -2.63
H: -3.96 -0.74 -1.05
H: -3.67 -2.55 -1.24
H: -3.66 -1.59 -2.64
H: 1.57 -0.88 -0.65
H: 0.73 -2.00 0.09
C: 0.49 3.46 0.46
C: 1.02 2.11 0.68
C: 2.22 2.16 1.68
O: 2.74 0.83 1.94
C: 3.85 0.79 2.88
N: 0.04 1.10 1.11
H: -0.33 3.53 -0.26
H: 1.26 4.16 0.14
H: 0.07 3.80 1.41
H: 1.45 1.83 -0.29
H: 1.93 2.62 2.63
H: 3.03 2.80 1.35
H: 4.16 -0.26 2.91
H: 3.65 1.09 3.91
H: 4.67 1.40 2.53
H: -0.57 1.59 1.75
H: 0.49 0.64 1.88

***

# C8H22N2O2Rb

A molecular structure, C8H22N2O2Rb (wB97M-V/def2-TZVPD, OMol25).

Values from the calculation:
Charge: +1
E_HOMO (eV): -12.949

Element x y z (Å)
Rb: 1.18 -0.35 -1.42
C: -2.03 -4.09 0.00
C: -1.20 -2.81 -0.15
C: -0.37 -2.57 1.09
O: 0.26 -1.30 1.01
C: 1.18 -1.05 2.06
N: -0.37 -2.85 -1.38
H: -2.66 -4.20 -0.88
H: -2.69 -4.03 0.87
H: -1.39 -4.96 0.06
H: -1.88 -1.98 -0.30
H: 0.35 -3.39 1.22
H: -1.05 -2.58 1.94
H: 1.15 0.02 2.26
H: 2.19 -1.34 1.76
H: 0.91 -1.58 2.97
H: 0.20 -3.70 -1.38
H: -1.00 -2.97 -2.17
C: 0.75 3.56 -2.09
C: 1.35 3.27 -0.73
C: 0.30 2.95 0.30
O: -0.53 1.90 -0.18
C: -1.53 1.55 0.74
N: 2.32 2.15 -0.86
H: 1.53 3.85 -2.80
H: 0.06 4.39 -2.03
H: 0.19 2.70 -2.46
H: 1.89 4.17 -0.41
H: -0.31 3.84 0.47
H: 0.77 2.67 1.25
H: -2.21 0.86 0.23
H: -2.08 2.43 1.08
H: -1.11 1.03 1.61
H: 2.90 2.08 -0.03
H: 2.92 2.33 -1.66

***

# C8H22N2PS

A molecular structure, C8H22N2PS at a distorted geometry (wB97M-V/def2-TZVPD, OMol25).

Values from the calculation:
Charge: +1
E_HOMO (eV): -12.586

Element x y z (Å)
C: -2.25 -0.67 2.28
C: 2.69 -1.67 0.00
C: 1.82 -0.12 1.73
C: -2.64 -0.07 -2.14
C: 1.49 1.75 -0.77
C: -0.05 1.56 -1.24
C: 2.30 0.52 -0.73
C: -2.97 -0.50 0.85
N: -0.78 1.08 -0.11
N: 1.91 -0.45 0.30
P: -1.53 -0.29 -0.66
S: -0.32 -1.72 -1.04
H: -1.97 0.39 2.42
H: -2.95 -1.29 2.95
H: -1.34 -1.27 2.14
H: 3.75 -1.36 -0.06
H: 2.56 -2.35 0.92
H: 2.23 -2.08 -0.88
H: 1.44 0.90 1.90
H: 1.13 -0.82 2.26
H: 2.79 -0.23 2.20
H: -2.15 0.43 -2.96
H: -2.89 -1.02 -2.55
H: -3.39 0.54 -1.78
H: 1.46 2.30 0.22
H: 1.99 2.52 -1.31
H: -0.40 2.66 -1.64
H: -0.09 0.89 -2.04
H: 2.31 -0.04 -1.71
H: 3.35 0.81 -0.53
H: -3.80 0.21 0.79
H: -3.46 -1.51 0.71
H: -1.15 1.70 0.46
H: 0.91 -0.81 0.03

***

# C8H22NOSi

A molecular structure, C8H22NOSi at a distorted geometry (wB97M-V/def2-TZVPD, OMol25).

Values from the calculation:
Charge: +1
E_HOMO (eV): -12.976

Element x y z (Å)
C: -1.66 0.47 -2.69
C: -0.74 -2.84 -0.97
C: 1.10 -2.11 0.37
C: 0.38 0.73 3.32
C: -0.34 2.87 0.35
C: 2.44 1.36 0.34
C: -1.65 0.02 -1.23
C: -0.25 -0.43 -0.80
N: -0.23 -1.75 -0.12
O: 0.14 0.41 1.96
Si: 0.57 1.24 0.62
H: -2.65 0.84 -2.96
H: -0.95 1.28 -2.84
H: -1.40 -0.35 -3.35
H: -0.07 -2.97 -1.82
H: -0.77 -3.78 -0.40
H: -1.74 -2.63 -1.34
H: 1.09 -3.10 0.82
H: 1.81 -2.11 -0.46
H: 1.43 -1.39 1.11
H: -0.10 -0.02 3.93
H: -0.02 1.72 3.57
H: 1.46 0.73 3.52
H: -1.33 2.88 0.81
H: 0.22 3.70 0.78
H: -0.47 3.09 -0.70
H: 2.93 0.40 0.21
H: 2.67 1.95 -0.54
H: 2.92 1.85 1.18
H: -2.00 0.83 -0.60
H: -2.38 -0.79 -1.11
H: 0.41 -0.50 -1.67
H: -0.84 -1.64 0.70

***

# C8H22O4

5 unconnected molecules or ions with the total composition C8H22O4 at a distorted geometry (wB97M-V/def2-TZVPD, OMol25).

Values from the calculation:
Charge: 0
SMILES string: C/C=C/C=C/CCC.O.O.O.O
E_HOMO (eV): -8.674

Element x y z (Å)
C: -1.48 0.25 -4.08
C: -0.48 0.31 -3.00
C: -0.04 -0.81 -2.38
C: 0.90 -0.76 -1.28
C: 0.78 -1.57 -0.22
C: 1.70 -1.53 0.96
C: 1.03 -0.84 2.16
C: -0.24 -1.56 2.60
H: -2.48 0.62 -3.69
H: -1.61 -0.70 -4.51
H: -1.24 0.97 -4.95
H: -0.13 1.31 -2.65
H: -0.43 -1.80 -2.64
H: 1.73 -0.02 -1.40
H: -0.04 -2.23 -0.14
H: 2.70 -1.03 0.72
H: 2.03 -2.59 1.31
H: 0.80 0.20 1.87
H: 1.74 -0.75 3.00
H: -0.56 -1.21 3.62
H: -1.10 -1.38 1.88
H: -0.07 -2.65 2.64
O: 1.97 1.98 0.21
H: 2.30 1.18 0.67
H: 2.58 2.20 -0.46
O: -2.22 -0.08 0.07
H: -1.83 -0.43 -0.73
H: -1.72 0.68 0.36
O: -0.68 2.07 0.55
H: -0.97 2.93 0.31
H: 0.23 2.02 0.33
O: -0.89 1.96 3.24
H: -1.46 1.27 3.38
H: -0.82 2.00 2.24

***

no.,M (Da),calculated total energy (eV)
1,280.73,-18965.431
2,340.64,-76974.011
3,179.20,-27206.064
4,679.29,-196138.829
5,519.06,-145441.743
6,389.29,-35106.095
7,354.19,-58872.305
8,367.12,-34224.217
9,326.59,-36433.528
10,263.74,-16378.587
11,209.32,-31750.003
12,176.36,-20062.761
13,182.26,-16841.753